A 2-piece molecular cluster, C6H14P2 overall at a distorted geometry, computed with wB97M-V/def2-TZVPD.

Its net charge is 0. For the HOMO energy, the calculation gives -8.234 eV. The value obtained for the LUMO energy is -0.253 eV. Its energy above the lowest of the compared OMol25 structures with the same formula, charge and spin is 217.8 kJ/mol.

Structure (XYZ):
```
22
C6H14P2 wB97M-V/def2-TZVPD
C 1.74 1.28 0.04
C 2.18 0.04 0.06
C 2.79 -0.82 1.13
C 1.93 -0.83 -1.20
C -3.55 1.51 0.60
C -2.04 -1.00 -0.57
P -1.86 2.10 -0.06
P -0.87 0.39 -0.52
H 1.84 1.96 0.89
H 1.43 1.76 -0.87
H 2.10 -1.31 1.89
H 3.41 -0.25 1.75
H 3.46 -1.63 0.74
H 0.96 -1.42 -1.32
H 2.65 -1.64 -1.15
H 2.13 -0.31 -2.10
H -3.47 0.51 0.54
H -4.39 1.91 0.14
H -3.62 1.84 1.68
H -3.10 -0.75 -0.92
H -2.04 -1.46 0.42
H -1.68 -1.88 -1.18
```

Atomic partial charges in e from the Mulliken method, atoms 1 to 5: -1.18, 1.09, -1.25, -1.35, -0.85